Entry 1:
DFT (the ωB97M-V functional and the def2-TZVPD basis) results for C20H13N5O2PtS2 as an isolated structure in a non-equilibrium geometry.

XYZ file:
```
43
Properties=species:S:1:pos:R:3:mulliken_charge:R:1
Pt -1.559 0.277 0.059 1.47
O -1.509 -0.262 -2.168 -0.79
C -0.825 -1.200 -2.657 0.31
C -1.510 -1.993 -3.765 0.63
C -0.656 -2.927 -4.505 -0.93
C 0.590 -3.242 -4.061 -0.44
C 1.128 -2.641 -2.922 -0.67
C 0.452 -1.635 -2.210 0.78
C 1.088 -1.099 -1.047 -0.78
N 0.636 -0.194 -0.242 0.06
N 1.374 0.217 0.782 -0.78
C 0.757 0.682 1.846 0.29
O -0.502 0.780 1.972 -0.86
C 1.638 1.073 2.965 0.56
C 1.096 1.687 4.092 -0.47
C 1.914 2.011 5.159 -0.59
C 3.269 1.724 5.110 -0.36
C 3.812 1.120 3.986 -0.65
C 3.002 0.797 2.915 -0.24
H -2.045 -1.299 -4.427 0.38
H -1.077 -3.388 -5.382 0.41
H 1.181 -3.959 -4.607 0.42
H 2.102 -2.942 -2.573 0.40
H 2.055 -1.540 -0.798 0.33
H 0.035 1.894 4.113 0.41
H 1.489 2.484 6.033 0.40
H 3.903 1.973 5.950 0.38
H 4.869 0.896 3.950 0.39
H 3.405 0.322 2.034 0.43
S -2.202 -2.201 0.433 -0.23
C -3.537 -1.295 -0.159 0.19
S -3.985 0.103 0.746 -0.28
C -4.176 -1.663 -1.374 0.25
C -5.469 -1.243 -1.736 -0.08
N -6.530 -0.933 -2.043 -0.46
C -3.411 -2.299 -2.289 0.56
N -2.612 -2.733 -3.056 -0.46
C 0.659 4.091 0.072 -0.92
C -0.403 3.174 -0.198 0.60
N -1.251 2.428 -0.420 -0.51
H 0.285 5.114 0.088 0.35
H 1.419 3.994 -0.702 0.27
H 1.101 3.849 1.039 0.24
```

## Properties
Kohn-Sham gap (alpha / beta)   4.853 / 4.869 eV

=====

Entry 2:
DFT (the ωB97M-V functional and the def2-TZVPD basis) results for C24H35BN5O6Pt as an isolated structure in a non-equilibrium geometry.

XYZ file:
```
72
Properties=species:S:1:pos:R:3:mulliken_charge:R:1
Pt 0.267 0.213 0.058 0.10
C 0.153 -2.505 1.679 -1.15
N 0.554 -1.086 1.854 -0.05
C 1.974 -1.114 2.263 -1.25
C -0.262 -0.480 2.932 -0.81
C -1.630 -0.077 2.428 -0.92
N -1.534 1.013 1.446 0.32
C -1.199 2.284 2.097 -1.19
C -2.800 1.173 0.722 -1.05
H 0.339 -3.047 2.612 0.48
H 0.752 -2.939 0.880 0.11
H -0.894 -2.584 1.417 0.41
H 2.080 -1.674 3.198 0.47
H 2.337 -0.098 2.409 0.31
H 2.559 -1.606 1.489 0.29
H 0.278 0.383 3.320 0.39
H -0.354 -1.200 3.754 0.48
H -2.254 0.222 3.281 0.55
H -2.115 -0.921 1.940 0.24
H -1.902 2.498 2.911 0.34
H -1.257 3.089 1.369 0.32
H -0.188 2.269 2.497 0.29
H -3.614 1.463 1.399 0.38
H -3.066 0.239 0.232 0.27
H -2.686 1.950 -0.033 0.16
O -2.725 -2.531 -2.129 -0.37
C -2.011 -1.956 -1.417 0.52
O -1.558 -1.576 -0.409 -0.30
C -0.537 -0.630 -3.090 0.67
O -0.442 -1.385 -3.964 -0.35
O -0.390 0.358 -2.478 -0.36
C 5.151 -0.491 -0.356 -1.85
C 4.191 -0.219 -1.503 1.60
C 4.866 0.616 -2.573 -1.92
O 3.093 0.567 -0.947 0.09
B 2.042 -0.281 -0.733 1.41
O 2.271 -1.562 -1.198 0.09
C 3.470 -1.499 -2.036 1.71
C 2.981 -1.359 -3.469 -1.89
C 4.243 -2.788 -1.858 -1.82
H 5.449 0.459 0.087 0.46
H 6.048 -1.003 -0.703 0.40
H 4.688 -1.101 0.421 0.22
H 5.350 1.477 -2.113 0.45
H 4.152 0.972 -3.312 0.34
H 5.634 0.032 -3.085 0.38
H 2.408 -0.440 -3.606 0.25
H 2.332 -2.202 -3.705 0.48
H 3.811 -1.357 -4.175 0.37
H 4.487 -2.974 -0.815 0.34
H 5.171 -2.761 -2.433 0.36
H 3.646 -3.623 -2.228 0.46
N -1.001 9.382 -5.418 -0.45
C -0.704 8.508 -4.734 -0.02
C -0.333 7.414 -3.878 0.39
C -1.040 6.218 -3.928 -1.11
C -0.692 5.169 -3.097 -0.50
C 0.369 5.312 -2.212 1.87
C 1.085 6.500 -2.166 -0.52
C 0.734 7.549 -2.996 -1.09
N 0.730 4.233 -1.347 0.40
C 1.691 4.250 -0.356 -0.39
C 1.660 3.028 0.233 -1.22
N 0.683 2.270 -0.362 -0.06
C 0.153 3.007 -1.310 -0.47
H -1.865 6.110 -4.618 0.45
H -1.257 4.251 -3.159 0.37
H 1.923 6.624 -1.497 0.33
H 1.290 8.475 -2.962 0.46
H 2.311 5.102 -0.155 0.45
H 2.270 2.645 1.031 0.58
H -0.613 2.671 -1.983 0.34
```

## Properties
Charge   +1
Kohn-Sham gap   7.555 eV

=====

Entry 3:
DFT (the ωB97M-V functional and the def2-TZVPD basis) results for a single CHNO2S3 molecule in a non-equilibrium geometry.

XYZ file:
```
8
Properties=species:S:1:pos:R:3:mulliken_charge:R:1
O -2.721 -1.216 0.047 -0.45
S -1.631 -0.317 -0.137 0.98
O -1.475 0.147 -1.478 -0.43
N -0.721 -0.012 1.003 -0.41
C 0.937 0.538 0.478 0.31
S 0.895 1.929 -0.311 -0.11
S 1.860 -0.902 0.491 -0.08
H 2.855 -0.166 -0.092 0.20
```

## Properties
Kohn-Sham gap   8.382 eV
SMILES   O=S(=O)=NC(=S)S

=====

Entry 4:
DFT (the ωB97M-V functional and the def2-TZVPD basis) results for a single C21H30N2O6S molecule in a non-equilibrium geometry.

XYZ file:
```
60
Properties=species:S:1:pos:R:3:mulliken_charge:R:1
C -2.529 2.572 1.916 -1.51
C -1.443 1.807 1.176 0.40
O -0.909 2.600 0.107 -0.30
C -1.332 2.364 -1.127 0.26
O -2.103 1.491 -1.437 -0.64
C -0.760 3.384 -2.109 0.33
C -1.064 2.959 -3.547 -1.42
C -0.293 1.693 -3.918 -0.40
N 1.084 1.774 -3.463 0.28
C 1.932 0.738 -3.378 0.82
O 3.109 0.868 -3.080 -0.69
C 1.382 -0.659 -3.702 -0.88
O 0.224 -1.046 -2.993 -0.47
C 0.262 -1.127 -1.633 1.31
C 1.385 -0.851 -0.861 -1.02
C 1.306 -0.916 0.520 -1.14
C 0.116 -1.277 1.115 -0.29
S 0.010 -1.245 2.892 1.54
O 0.394 0.061 3.355 -0.79
O -1.285 -1.728 3.298 -0.74
N 1.253 -2.307 3.303 -0.08
C 0.872 -3.700 3.109 -0.57
C 0.763 -4.338 4.509 -0.61
C 0.845 -3.147 5.465 -0.58
C 1.709 -2.164 4.677 -0.74
C -0.997 -1.584 0.354 -0.23
C -0.948 -1.511 -1.026 0.77
C -2.156 -1.775 -1.865 -1.84
C 1.550 3.096 -3.100 -1.09
C 0.751 3.621 -1.907 -0.67
H -3.374 2.767 1.258 0.34
H -2.864 1.974 2.758 0.40
H -2.141 3.518 2.284 0.35
H -1.842 0.879 0.758 0.07
H -0.606 1.579 1.840 0.19
H -1.303 4.311 -1.893 0.54
H -2.130 2.749 -3.645 0.47
H -0.817 3.778 -4.224 0.45
H -0.314 1.555 -5.007 0.31
H -0.786 0.837 -3.455 0.27
H 2.199 -1.371 -3.535 0.33
H 1.090 -0.696 -4.756 0.44
H 2.318 -0.565 -1.318 0.49
H 2.155 -0.680 1.140 0.55
H 1.632 -4.193 2.497 0.39
H -0.079 -3.726 2.574 0.30
H -0.165 -4.895 4.624 0.30
H 1.600 -5.016 4.677 0.30
H 1.274 -3.407 6.431 0.43
H -0.145 -2.714 5.612 0.24
H 2.766 -2.442 4.721 0.37
H 1.591 -1.124 4.976 0.39
H -1.909 -1.862 0.861 0.50
H -1.882 -2.297 -2.779 0.35
H -2.887 -2.360 -1.312 0.51
H -2.609 -0.823 -2.139 0.24
H 1.451 3.763 -3.962 0.35
H 2.608 3.012 -2.847 0.50
H 1.080 3.113 -1.000 0.31
H 0.959 4.684 -1.786 0.31
```

## Properties
Kohn-Sham gap   9.493 eV
SMILES   CCOC(=O)C1CCN(C(=O)COc2ccc(S(=O)(=O)N3CCCC3)cc2C)CC1

=====

Entry 5:
DFT (the ωB97M-V functional and the def2-TZVPD basis) results for C29H22FGeIrOS4 as an isolated structure in a non-equilibrium geometry.

XYZ file:
```
59
Properties=species:S:1:pos:R:3:mulliken_charge:R:1
Ir -0.628 1.490 1.096 0.84
O -3.605 6.206 5.321 -0.65
C -3.130 5.413 4.540 0.57
S -3.711 3.770 4.324 -0.21
C -2.547 3.243 3.088 0.04
C -1.645 4.177 2.695 0.11
S -0.399 4.008 1.514 -0.54
S -1.773 5.763 3.483 -0.23
S -2.698 1.626 2.524 -0.45
C -1.064 1.071 -0.909 -0.69
Ge -0.013 -0.056 -2.032 0.99
C -0.851 -0.782 -3.741 0.18
C -2.206 -1.098 -3.697 -0.52
C -2.865 -1.639 -4.783 -0.71
C -2.186 -1.854 -5.973 -0.31
C -0.846 -1.520 -6.048 -0.73
C -0.193 -1.001 -4.945 -0.07
C 1.834 0.732 -2.255 -0.05
C 2.244 1.530 -1.189 -0.08
C 3.435 2.228 -1.227 -0.91
C 4.238 2.178 -2.357 -0.31
C 3.855 1.388 -3.423 -0.72
C 2.676 0.663 -3.360 -0.17
C 0.292 -1.760 -1.022 0.29
C 1.518 -2.184 -0.530 -0.01
C 1.605 -3.270 0.325 -0.51
C 0.462 -3.948 0.711 -0.41
C -0.770 -3.541 0.222 -0.74
C -0.843 -2.460 -0.633 -0.30
H -1.959 1.454 -1.400 0.35
H -2.756 -0.910 -2.784 0.36
H -3.910 -1.906 -4.709 0.37
H -2.695 -2.278 -6.830 0.35
H -0.301 -1.682 -6.970 0.37
H 0.857 -0.769 -5.029 0.09
H 1.584 1.621 -0.326 -0.10
H 3.750 2.818 -0.378 0.42
H 5.154 2.756 -2.402 0.34
H 4.474 1.340 -4.313 0.35
H 2.433 0.012 -4.189 0.31
H 2.417 -1.650 -0.817 0.36
H 2.568 -3.595 0.702 0.35
H 0.525 -4.783 1.398 0.35
H -1.671 -4.061 0.524 0.34
H -1.807 -2.129 -0.997 0.06
F -1.527 -1.696 6.564 -0.38
C -0.856 -1.162 5.487 0.46
C -0.993 -1.761 4.244 -0.51
C -0.313 -1.231 3.176 0.32
C 0.496 -0.077 3.309 -0.19
C 1.118 0.511 2.154 -0.99
C 0.631 0.472 4.602 -0.49
C -0.040 -0.063 5.680 -0.62
H -1.642 -2.620 4.135 0.42
H -0.413 -1.672 2.193 0.22
H 1.468 -0.231 1.434 0.25
H 1.900 1.228 2.405 0.45
H 1.269 1.334 4.747 0.33
H 0.050 0.357 6.671 0.40
```

## Properties
Charge   -2
Kohn-Sham gap (alpha / beta)   4.813 / 4.902 eV